# C9H17FN3O

A 2-piece molecular cluster, C9H17FN3O overall (ωB97M-V/def2-TZVPD, the OMol25 dataset).

The geometry in XYZ format:
```
31
C9H17FN3O | the OMol25 dataset | ωB97M-V/def2-TZVPD
F -1.0529 -2.3461 -1.3876
C -0.1913 -1.3329 -0.7356
C -0.4675 0.2164 -1.1954
C -1.8815 0.8566 -0.6329
N -3.0258 -0.1006 -0.8843
C -3.7794 -0.6938 0.2872
C -4.8957 -1.7058 -0.3691
N -4.6321 -1.5290 -1.8730
C -3.5263 -0.5564 -2.2379
H -0.2798 -1.5044 0.4261
H 0.9260 -1.5867 -1.0704
H -0.3896 0.3710 -2.3624
H 0.3968 0.8691 -0.6931
H -2.0382 1.8677 -1.2481
H -1.7819 1.2056 0.4986
H -3.6493 -0.5220 1.4422
H -5.7110 -2.3993 0.1121
H -5.1893 -2.0678 -2.5895
H -3.0987 -0.2123 -3.2772
C 4.1090 -0.4730 1.9340
C 2.8307 0.2997 1.7542
O 1.7286 -0.1870 1.9925
N 2.9273 1.5866 1.3087
C 4.1253 2.3243 0.9784
H 3.8835 -1.4800 2.2924
H 4.6333 -0.5556 0.9775
H 4.7445 0.0231 2.6734
H 2.0311 2.0496 1.2095
H 4.1657 3.2107 1.6160
H 4.0554 2.6366 -0.0662
H 5.0332 1.7357 1.1198
```

Summary:
- Orbital gap: 7.919 eV
- LUMO: -3.95 eV
- Net charge: +1
- Highest occupied orbital energy: -0.4361 hartree
- Largest force on an atom: 6.751 eV Å⁻¹
- M: 202.3 g/mol
- Multiplicity: 1

***

# C14H22NO2S

An isolated ion of composition C14H22NO2S and charge +1 (ωB97M-V/def2-TZVPD, the OMol25 dataset).

The geometry in XYZ format:
```
40
C14H22NO2S | the OMol25 dataset | ωB97M-V/def2-TZVPD
C 2.9438 2.6408 1.6699
C 3.1030 1.1482 1.5401
O 2.2084 0.7619 0.4537
C 2.0849 -0.5825 0.3206
C 0.7718 -0.9882 -0.3501
S 1.2320 -2.8302 -1.0124
C 1.3402 -3.8566 0.4826
C -0.2252 -3.5861 -1.7757
O 2.9547 -1.3411 0.7214
H 3.6997 3.0436 2.3459
H 3.0461 3.1519 0.7073
H 1.9550 2.8740 2.0804
H 4.1248 0.8495 1.2742
H 2.7829 0.6362 2.4615
H 0.6595 -0.4691 -1.3215
H 2.0974 -3.4127 1.1302
H 0.3707 -3.9450 0.9807
H 1.6698 -4.8498 0.1521
H -0.3825 -3.0945 -2.7418
H 0.0145 -4.6435 -1.9443
H -1.1088 -3.5024 -1.1342
C -2.5753 -1.1973 -0.6674
N -1.5696 -0.2342 -0.2697
C -1.7564 1.1276 -0.3659
C -3.0355 1.6898 -0.6288
C -3.1859 3.0733 -0.7403
C -2.0736 3.9262 -0.6164
C -0.8006 3.3904 -0.3250
C -0.6468 2.0091 -0.2135
C -0.4129 -0.7855 0.4796
H -3.5661 -0.7482 -0.5792
H -2.4345 -1.5671 -1.7012
H -2.5153 -2.0561 0.0143
H -3.9143 1.0575 -0.7287
H -4.1788 3.4951 -0.9393
H -2.1863 5.0065 -0.7515
H 0.0706 4.0490 -0.1959
H 0.3491 1.5928 -0.0222
H -0.1917 -0.0746 1.3066
H -0.7190 -1.7587 0.9036
```

Summary:
- Orbital gap: 7.281 eV
- LUMO: -3.23 eV
- Net charge: +1
- Highest occupied orbital energy: -0.3862 hartree
- Largest force on an atom: 3.438 eV Å⁻¹
- M: 268.4 g/mol
- Multiplicity: 1

***

# C4H4N2O

One molecule with the formula C4H4N2O (ωB97M-V/def2-TZVPD, the OMol25 dataset).

The geometry in XYZ format:
```
11
C4H4N2O | the OMol25 dataset | ωB97M-V/def2-TZVPD
N -0.0088 -0.8599 1.8028
C -0.0243 -0.3477 0.4712
C 0.7001 0.6307 0.0630
C 0.0243 1.2355 -1.0222
O 0.3789 1.9822 -1.9801
C -0.8805 0.2023 -1.4311
N -0.9136 -0.7774 -0.5379
H -0.1626 -2.0753 2.0465
H 1.0937 -0.9271 2.1733
H 1.3166 0.9717 0.8358
H -1.5239 -0.0350 -2.4215
```

Summary:
- Orbital gap: 7.984 eV
- LUMO: -1.41 eV
- Highest occupied orbital energy: -0.3452 hartree
- Largest force on an atom: 7.570 eV Å⁻¹
- SMILES: NC1=CC(=O)C=N1
- M: 96.1 g/mol
- Multiplicity: 1

***

What is the multiplicity in the first record? 1